2 unconnected molecules or ions with the total composition C6H7N in a non-equilibrium geometry, computed with ωB97M-V/def2-TZVPD.

```
14
Properties=species:S:1:pos:R:3:forces:R:3
C 0.31190 -0.50982 1.20466 0.5670 0.2320 1.1302
C -1.52466 -0.58600 -1.50529 -1.3228 -0.2085 0.0679
C -0.47023 -1.42842 1.65817 -0.9469 -0.1733 -0.0464
C -0.20414 -0.30714 -1.17612 -0.8186 -0.7478 -0.9748
C 0.05962 0.72934 -0.42345 0.9773 4.5265 3.8933
C 1.45751 1.38992 -0.11821 -3.5403 -0.3509 -0.0818
N -2.64101 -0.75781 -1.70885 -0.4392 -0.2355 -0.1708
H -1.16010 -1.90393 1.01250 -0.8011 -0.6153 -0.5880
H -0.63997 -1.60363 2.71301 0.6150 -0.0471 0.1206
H 0.48283 -0.96715 -1.58488 1.6668 -0.8273 -0.6634
H -0.78960 1.37194 0.06752 1.3537 -1.4732 -1.4243
H 1.50752 1.50071 0.95049 0.3165 -0.0321 0.1477
H 1.47251 2.34146 -0.57288 0.2495 1.1323 -0.8108
H 2.13781 0.73054 -0.51669 2.1231 -1.1798 -0.5994
```
Positions in Å, forces in eV/Å.

Values from the calculation:
**Charge**: 0
**Total energy**: -287.3662 hartree
**Highest occupied orbital energy**: -0.334 Ha

Mulliken atomic charge list, values in e, 6 entries:
1. C -0.06
2. C 0.30
3. C -0.70
4. C -0.80
5. C 0.64
6. C -1.22



A molecular structure, C36H48BrCoFN6O8SSi in a non-equilibrium geometry, computed with ωB97M-V/def2-TZVPD.

```
103
Properties=species:S:1:pos:R:3:forces:R:3
Co 0.01980 -1.33538 1.08870 0.1949 -0.4132 -0.8905
N -2.60392 -1.65132 2.83164 -0.1963 0.3825 0.2612
C -2.01961 -1.99259 1.65758 -0.9434 -0.9867 0.2928
O -2.00388 -1.19480 0.70728 -0.0827 0.3095 0.0690
C -1.51119 -3.41289 1.43531 0.1280 0.1856 -0.3069
C -0.30525 -3.18813 0.51657 -0.1659 -0.0234 0.1376
H -2.59269 -0.63381 2.98289 -0.0157 -0.2206 0.0045
H -2.40326 -2.21775 3.64113 0.0236 -0.0466 -0.1417
H -2.30303 -4.02202 0.98200 -0.1594 0.0214 0.1495
H -1.22650 -3.86822 2.38529 -0.0218 0.0117 0.0606
H -0.62353 -3.22561 -0.52910 0.0383 0.0459 -0.0676
H 0.44933 -3.95966 0.65929 0.2307 -0.0247 0.0278
O 0.65317 -1.55460 10.23641 0.1856 -0.3076 -0.1937
S 1.26727 -2.83655 10.55056 -0.3848 0.1829 0.5290
O 2.31554 -2.75423 11.55998 -0.1429 -0.0953 -0.3962
O 0.31348 -3.92647 10.76166 0.2486 0.1681 -0.1445
C 2.11177 -3.39950 9.01525 -0.2388 0.1626 2.1503
N 3.14090 -4.19230 9.24570 0.9931 -0.7851 -1.0492
C 3.72709 -4.67574 8.13698 -0.1858 0.1443 1.2932
C 3.31650 -4.35263 6.87247 -0.9579 0.7299 -0.9699
C 2.21447 -3.46869 6.73446 1.1915 -1.1399 3.3921
N 1.61153 -3.03278 7.88035 -0.0770 0.2765 -2.8629
C 1.73586 -2.98927 5.48353 -1.1186 1.2297 -2.8661
C 2.31424 -3.33497 4.23604 -0.1108 -0.0852 1.6037
C 1.81863 -2.81731 3.07293 -0.7169 0.5784 -0.6865
N 0.79181 -1.94772 3.01231 0.1908 -0.1227 0.8261
C 0.26629 -1.56492 4.19768 0.1574 0.0752 -1.1125
C 0.67048 -2.05916 5.40637 0.9929 -0.8989 0.8642
H 4.56609 -5.34273 8.31206 0.0034 -0.0129 -0.1251
H 3.81603 -4.76247 6.00817 0.0852 -0.0112 -0.0179
H 3.16243 -3.99910 4.18816 0.0585 -0.0888 -0.0497
H 2.26242 -3.08741 2.12449 -0.0853 0.0502 -0.1417
H -0.50331 -0.80570 4.15409 -0.0487 0.0142 -0.1147
H 0.20883 -1.73293 6.32257 -0.0816 0.0947 0.1529
C 4.04386 -0.74837 -1.31611 0.2504 0.0518 -0.1537
C 3.00179 -1.41008 -1.93729 -0.0229 -0.0826 -0.2176
C 1.82694 -1.66247 -1.24800 0.1310 -0.0058 0.0274
C 1.64658 -1.24874 0.07019 -0.0926 0.1719 0.7059
C 2.71261 -0.58061 0.67588 0.3507 0.0144 -0.3691
C 3.89517 -0.33742 -0.00390 0.2048 0.1479 0.2073
H 4.96304 -0.55102 -1.85008 0.0984 0.0405 -0.0592
H 3.10123 -1.72721 -2.96832 0.0370 -0.0461 -0.1207
H 1.03265 -2.18563 -1.76038 -0.1796 -0.1114 -0.0751
H 2.61759 -0.23137 1.69545 -0.0492 0.0645 0.1461
H 4.70588 0.18499 0.48801 0.1131 0.0711 0.0527
F 2.55205 2.79562 -1.50485 0.0994 0.1986 0.4957
C 2.33138 3.20855 -0.22934 -1.0889 -0.8031 -0.5860
C 1.18827 2.81296 0.39362 1.2613 0.5057 -0.2806
N 0.87954 3.24107 1.65472 0.2266 -0.1928 -0.2246
C -0.38261 2.87544 2.25585 -0.7614 -0.6589 0.3469
C -0.72775 1.33827 2.26910 0.2687 0.8288 0.0319
O -1.74320 1.04610 2.90065 -0.4584 0.1066 0.3945
O 0.05025 0.59809 1.63776 0.6577 0.0538 -0.3350
C 1.73614 4.05447 2.35667 -0.0066 0.2790 0.1921
O 1.50141 4.49975 3.46319 -0.0464 -0.0247 0.1771
N 2.90097 4.38302 1.70037 0.3097 -0.0747 -0.3444
C 3.30924 4.04376 0.39943 0.4905 0.5501 0.5338
O 4.36823 4.46916 -0.03790 -0.4899 -0.2980 -0.0149
H 0.51010 2.12206 -0.07338 -0.1621 -0.0395 -0.0973
H -1.20177 3.36566 1.71856 0.0512 0.0321 0.1183
H -0.37131 3.23342 3.28663 -0.0688 -0.0524 -0.2346
H 3.53703 4.96632 2.23149 -0.1365 -0.1104 -0.1412
C -1.97291 -1.44049 -5.04375 0.1157 0.2472 0.0271
C -2.82710 -0.27968 -4.52929 0.0992 0.1838 0.0975
C -3.60563 -0.82806 -3.32869 0.1029 0.1676 0.0858
C -3.82387 0.09862 -5.62751 0.1809 0.2066 0.1277
Si -1.69146 1.22649 -3.99891 0.1115 -0.0998 0.2235
Br -0.70052 0.54951 -2.08162 -0.2052 0.0044 -0.2627
C -2.68592 2.83294 -3.48625 0.1077 -0.1665 -0.0532
C -3.97861 2.46841 -2.75130 0.1441 -0.1853 -0.1321
C -3.05624 3.69647 -4.69516 0.1839 -0.2095 -0.0161
C -1.86341 3.66997 -2.49982 0.0984 -0.1278 -0.0617
C -0.19277 1.56601 -5.21095 -0.1606 -0.0481 0.0960
C 0.55006 2.83518 -4.78587 -0.2398 -0.0501 0.1005
C 0.83960 0.43482 -5.14473 -0.1781 -0.0470 0.1406
C -0.64179 1.73203 -6.66581 -0.1786 -0.0770 0.2172
H -2.59622 -2.32470 -5.17569 -0.1504 -0.1037 -0.0305
H -1.19384 -1.69050 -4.32993 0.1867 -0.1148 0.0705
H -1.52055 -1.20705 -6.00349 0.1441 -0.0220 -0.1455
H -4.19036 -1.69513 -3.63931 -0.0703 -0.1129 -0.1183
H -4.29267 -0.09962 -2.91479 -0.1153 0.0550 0.1050
H -2.93270 -1.14700 -2.53768 0.0259 -0.0463 0.1552
H -4.38395 -0.78539 -5.93226 -0.0930 -0.1455 -0.0515
H -3.31876 0.49570 -6.50424 0.0248 0.0707 -0.2143
H -4.53897 0.84061 -5.28231 -0.1376 0.1231 0.0122
H -4.69988 2.00331 -3.41862 -0.1476 -0.0982 -0.0061
H -4.43610 3.36977 -2.34202 -0.0321 0.1697 0.0116
H -3.77234 1.79888 -1.92102 -0.0637 -0.1157 0.1512
H -3.59901 3.12055 -5.44142 -0.1163 -0.0356 -0.1805
H -2.17608 4.12462 -5.16735 0.1018 0.0671 -0.1217
H -3.69457 4.52208 -4.37970 -0.0992 0.1192 0.0734
H -1.75320 3.13768 -1.55915 0.0659 -0.0071 0.1157
H -2.37403 4.61141 -2.29225 -0.1369 0.1224 -0.0351
H -0.87198 3.89870 -2.87328 0.1630 0.0977 0.0143
H 0.88154 2.75649 -3.75384 0.0739 0.1002 0.1677
H -0.07006 3.71988 -4.90353 -0.0068 0.1856 0.0434
H 1.43867 2.96630 -5.40349 0.1118 -0.0188 -0.1373
H 1.23489 0.33216 -4.13766 0.0839 -0.1033 0.0923
H 1.67545 0.66443 -5.80719 0.0821 0.0981 -0.1231
H 0.42474 -0.51836 -5.45294 0.0257 -0.1601 -0.0195
H -1.38669 2.51724 -6.76842 -0.1377 0.1374 -0.0974
H -1.06043 0.80955 -7.06218 -0.0757 -0.1135 -0.0923
H 0.21460 1.99976 -7.28539 0.1360 0.0359 -0.0831
```
Positions in Å, forces in eV/Å.

Values from the calculation:
**Charge**: -2
**Spin multiplicity**: 2
**Total energy**: -7075.6069 hartree
**<S²>**: 0.783
**Highest occupied orbital energy (alpha / beta)**: -0.105 / -0.100 Ha

Mulliken atomic charge list, values in e, 6 entries:
1. Co -0.10
2. N -0.42
3. C 0.43
4. O -0.54
5. C -0.92
6. C -0.80



A single C3H4OS molecule in a non-equilibrium geometry, computed with ωB97M-V/def2-TZVPD.

```
9
Properties=species:S:1:pos:R:3:forces:R:3
C -1.82968 0.56059 -0.01820 2.5790 -5.7435 0.6200
C -0.36023 -0.28372 0.12513 -1.4582 -1.8731 -1.4167
C 1.01155 -0.14211 -0.04151 -2.7427 -1.5559 0.9855
O -4.45403 0.31733 -0.02971 -1.1416 0.5965 -0.0690
S -3.20938 -0.41078 -0.02193 3.5759 1.3054 0.0531
H -1.63380 1.55184 0.04096 -0.5282 3.2025 -0.0251
H -0.66923 -1.38720 0.14959 0.5184 1.5167 0.2303
H 1.67424 -1.07409 0.03497 -1.2708 1.5007 -0.1496
H 1.50638 0.78467 -0.10485 0.4682 1.0507 -0.2284
```
Positions in Å, forces in eV/Å.

Values from the calculation:
**Charge**: 0
**Total energy**: -590.0082 hartree
**Highest occupied orbital energy**: -0.338 Ha

Mulliken atomic charge list, values in e, 6 entries:
1. C -0.27
2. C -0.03
3. C -0.62
4. O -0.49
5. S 0.37
6. H 0.40



A molecular structure, C37H29Cl5FN3O7V, computed with ωB97M-V/def2-TZVPD.

```
83
Properties=species:S:1:pos:R:3:forces:R:3
V 0.50268 0.86508 -0.13682 0.0911 0.0212 0.0207
Cl 0.95012 7.77011 -1.79873 0.0009 -0.0024 0.0016
C 0.56380 6.10434 -1.63997 -0.0027 0.0055 -0.0020
C 1.23992 5.31712 -0.71471 0.0063 -0.0018 0.0016
Cl 2.46335 5.98659 0.28637 0.0002 -0.0007 0.0003
C 0.91415 3.97376 -0.60459 0.0108 0.0203 0.0068
Cl 1.73009 2.95777 0.55770 -0.0187 -0.0136 -0.0202
C -0.06761 3.36869 -1.38708 -0.0932 -0.0216 -0.0710
O -0.36906 2.08899 -1.27452 0.0725 0.0106 0.0340
C -0.74425 4.18109 -2.30774 0.0053 -0.0002 0.0161
Cl -1.97276 3.45158 -3.26244 0.0041 -0.0016 0.0024
C -0.43216 5.52818 -2.43411 0.0028 0.0028 0.0029
Cl -1.27718 6.49410 -3.57233 0.0012 -0.0021 0.0006
O -0.85128 -0.54241 -0.82571 -0.0017 0.0257 0.0063
C -1.72325 -1.05054 0.23344 0.0347 0.0076 0.0256
C -1.56126 -0.11735 1.48020 -0.0190 -0.0451 -0.0288
O -2.17424 -0.38745 2.48745 0.0273 0.0343 0.0318
O -0.78160 0.90340 1.31041 -0.0313 0.0160 0.0426
C -1.26248 -2.46865 0.54093 0.0089 0.0055 -0.0482
C -0.41674 -3.14000 -0.33764 -0.0001 0.0013 -0.0054
C -0.01416 -4.44344 -0.07671 -0.0133 -0.0102 0.0152
C -0.46128 -5.09642 1.06157 0.0020 -0.0064 -0.0134
C -1.31747 -4.43584 1.93340 0.0015 -0.0025 -0.0041
C -1.71876 -3.13301 1.67836 -0.0090 0.0004 0.0193
C -3.14989 -0.95501 -0.27670 -0.0229 -0.0606 -0.0304
C -3.71850 0.31184 -0.40034 -0.0097 0.0116 -0.0094
C -4.98404 0.45777 -0.94399 0.0120 0.0210 0.0078
C -5.69356 -0.65990 -1.36082 -0.0097 -0.0204 -0.0103
C -5.13191 -1.92154 -1.23838 -0.0033 0.0169 0.0034
C -3.86047 -2.07069 -0.70182 0.0102 0.0196 0.0171
H -1.39091 -0.07830 -1.48622 -0.0336 -0.0275 0.0068
H -0.07218 -2.64628 -1.23500 -0.0013 0.0041 -0.0023
H 0.63413 -4.95151 -0.78096 -0.0017 -0.0013 -0.0004
H -0.16654 -6.12344 1.24756 -0.0019 0.0053 -0.0012
H -1.69671 -4.94117 2.81453 -0.0059 0.0065 0.0021
H -2.38632 -2.61910 2.35537 0.0006 -0.0080 0.0011
H -3.17086 1.18817 -0.06903 0.0029 0.0000 0.0007
H -5.41722 1.44477 -1.03605 -0.0025 -0.0016 0.0005
H -6.68417 -0.54640 -1.78090 -0.0001 0.0000 0.0002
H -5.68247 -2.79385 -1.56503 0.0022 -0.0032 0.0003
H -3.42565 -3.05752 -0.61328 -0.0074 -0.0049 -0.0047
F 0.70789 -3.40348 5.08626 -0.0077 0.0066 0.0074
C 1.44143 -3.47007 3.95212 0.0027 -0.0010 -0.0071
C 1.42546 -2.43345 3.07064 0.0081 -0.0007 0.0099
C 2.17023 -2.54574 1.89109 -0.0035 0.0248 0.0015
C 2.08546 -1.47323 0.90437 0.0448 -0.0510 -0.0299
O 1.40708 -0.45898 1.18782 -0.1276 0.0416 0.0011
C 2.75829 -1.68343 -0.32256 0.0204 -0.0127 -0.0040
C 3.48560 -2.82685 -0.49047 -0.0072 0.0104 -0.0011
N 3.60661 -3.79929 0.43059 -0.0088 -0.0009 0.0125
C 4.37487 -4.98890 0.12728 0.0041 0.0006 -0.0038
C 5.64200 -5.24155 0.89024 0.0006 0.0044 -0.0065
C 5.69774 -4.83350 -0.55210 -0.0014 -0.0029 0.0050
C 2.91563 -3.69942 1.63189 0.0155 -0.0301 -0.0156
C 2.91543 -4.74879 2.56352 -0.0063 0.0202 -0.0064
C 2.17353 -4.64079 3.71651 0.0029 0.0033 -0.0029
N 2.12383 -5.74521 4.63301 -0.0075 -0.0130 -0.0106
C 0.79820 -6.34467 4.72834 -0.0101 -0.0088 0.0062
C 0.89187 -7.66434 5.46465 0.0076 0.0022 0.0074
N 1.48411 -7.41362 6.82831 -0.0037 0.0041 0.0026
C 2.82823 -6.73763 6.73127 -0.0046 -0.0053 0.0048
C 2.66991 -5.44937 5.95061 0.0081 0.0032 0.0098
C 2.71481 -0.70788 -1.47745 -0.0003 -0.0129 0.0089
O 3.40454 -0.92415 -2.45190 -0.0046 0.0004 -0.0008
O 1.91698 0.29635 -1.32090 0.0529 0.0269 0.0045
H 0.83000 -1.54725 3.25052 -0.0012 0.0018 -0.0060
H 4.00806 -2.97124 -1.42713 -0.0007 -0.0038 -0.0012
H 3.76149 -5.84016 -0.14335 -0.0040 0.0015 0.0012
H 5.87696 -6.26293 1.15457 0.0009 0.0001 0.0007
H 5.92737 -4.49618 1.62026 0.0014 -0.0019 0.0023
H 5.95857 -5.57271 -1.29467 0.0011 -0.0001 -0.0004
H 6.04075 -3.83177 -0.76889 0.0005 0.0008 -0.0013
H 3.46842 -5.65854 2.38423 -0.0016 -0.0037 0.0028
H 0.41652 -6.53390 3.72518 0.0104 -0.0036 0.0035
H 0.07433 -5.68804 5.23467 0.0012 -0.0026 -0.0011
H 1.56332 -8.35608 4.95927 -0.0011 -0.0013 -0.0012
H -0.08313 -8.12638 5.60571 -0.0010 0.0010 -0.0030
H 1.56504 -8.28911 7.34577 0.0023 -0.0012 -0.0021
H 0.84888 -6.81270 7.35983 -0.0004 -0.0007 -0.0016
H 3.48801 -7.43553 6.21911 0.0012 0.0010 -0.0012
H 3.18494 -6.56207 7.74412 0.0039 0.0026 -0.0017
H 3.65415 -4.99596 5.83868 -0.0005 0.0024 0.0041
H 2.04426 -4.74573 6.52009 0.0047 -0.0022 -0.0028
```
Positions in Å, forces in eV/Å.

Values from the calculation:
**Charge**: +1
**Spin multiplicity**: 3
**Total energy**: -5463.0798 hartree
**<S²>**: 2.009
**Highest occupied orbital energy (alpha / beta)**: -0.363 / -0.363 Ha

Mulliken atomic charge list, values in e, 6 entries:
1. V 0.93
2. Cl -0.18
3. C 0.39
4. C -0.26
5. Cl -0.20
6. C 1.02